One molecule with the formula C22H18N6OS, computed with wB97M-V/def2-TZVPD.

Geometry as XYZ:
```
48
C22H18N6OS (wB97M-V/def2-TZVPD)
C -2.38 2.99 -1.38
C -3.07 1.93 -0.55
C -4.42 2.07 -0.24
C -5.11 1.20 0.61
C -4.39 0.20 1.25
C -3.02 0.03 0.94
C -2.34 0.87 0.05
C -0.91 0.65 -0.24
C -0.44 -0.19 -1.21
C -1.28 -1.17 -2.03
S -1.62 -2.76 -1.14
C 0.02 -3.27 -1.02
N 0.65 -3.85 -2.07
C 1.95 -4.17 -1.93
N 2.73 -3.82 -0.90
C 2.08 -3.22 0.11
N 2.71 -2.72 1.23
C 1.73 -2.12 1.86
N 0.50 -2.29 1.30
C 0.71 -2.99 0.14
N 0.93 -0.30 -1.49
C 1.79 0.29 -0.75
C 3.16 -0.11 -0.99
C 4.20 0.32 -0.17
C 3.85 1.20 0.94
C 2.53 1.66 1.14
C 2.35 2.74 2.17
N 1.45 1.14 0.34
C 0.06 1.29 0.64
O -0.35 1.83 1.67
H -2.01 3.80 -0.75
H -3.09 3.42 -2.07
H -1.57 2.57 -1.98
H -4.98 2.92 -0.62
H -6.16 1.30 0.87
H -4.87 -0.49 1.94
H -2.46 -0.75 1.43
H -0.73 -1.38 -2.98
H -2.23 -0.67 -2.32
H 2.39 -4.72 -2.77
H 1.87 -1.54 2.82
H -0.37 -1.80 1.53
H 3.30 -0.75 -1.87
H 5.24 0.07 -0.36
H 4.70 1.52 1.54
H 3.28 3.32 2.36
H 1.59 3.42 1.81
H 2.03 2.34 3.15
```

Largest force on an atom = 0.0537 Eh/bohr
LUMO level = -0.005 Ha
E_HOMO = -0.3022 hartree
HOMO-LUMO gap = 8.1 eV
Energy = -1651.1359 Eh
SMILES = Cc1ccccc1-c1c(CSc2ncnc3nc[nH]c23)nc2cccc(C)n2c1=O
Spin multiplicity = 1

=====

C22H18OPRhS5 as an isolated structure, computed with wB97M-V/def2-TZVPD.

Geometry as XYZ:
```
48
C22H18OPRhS5 (wB97M-V/def2-TZVPD)
Rh 0.35 -0.91 -0.25
S 6.60 -2.53 -3.31
C 5.18 -2.21 -2.58
S 3.64 -2.61 -3.27
C 2.66 -2.05 -1.95
C 3.30 -1.51 -0.90
S 2.44 -0.90 0.49
S 5.04 -1.46 -1.02
S 0.93 -2.18 -1.97
O -0.68 -1.09 1.78
P -2.13 -1.49 1.87
C -3.07 -0.83 0.48
C -4.34 -0.28 0.61
C -5.02 0.21 -0.50
C -4.42 0.15 -1.75
C -3.16 -0.41 -1.90
C -2.50 -0.90 -0.79
C -2.33 -3.27 1.79
C -3.59 -3.85 1.61
C -3.70 -5.23 1.54
C -2.56 -6.03 1.63
C -1.31 -5.44 1.79
C -1.19 -4.06 1.88
C -2.91 -0.88 3.36
C -2.88 0.50 3.58
C -3.42 1.03 4.74
C -4.00 0.18 5.68
C -4.02 -1.19 5.47
C -3.48 -1.72 4.31
H -4.80 -0.21 1.59
H -6.00 0.64 -0.38
H -4.95 0.53 -2.62
H -2.69 -0.47 -2.87
H -1.54 -1.41 -0.96
H -4.47 -3.23 1.52
H -4.67 -5.69 1.40
H -2.65 -7.10 1.56
H -0.42 -6.06 1.85
H -0.22 -3.60 1.99
H -2.42 1.15 2.85
H -3.40 2.09 4.91
H -4.43 0.60 6.58
H -4.47 -1.84 6.21
H -3.49 -2.79 4.15
C 0.61 0.62 -1.51
H -0.28 0.69 -2.14
H 1.50 0.50 -2.13
H 0.70 1.51 -0.89
```

Energy above the lowest of the compared OMol25 structures with the same formula, charge and spin = 0.0 kcal per mole
Largest force on an atom = 0.0095 Eh/bohr
LUMO level = -0.021 Ha
E_HOMO = -0.2513 hartree
HOMO-LUMO gap = 6.3 eV
Energy = -3367.2531 Eh
Spin multiplicity = 1

=====

C22H19AuN4 as an isolated structure, computed with wB97M-V/def2-TZVPD.

Geometry as XYZ:
```
46
C22H19AuN4 (wB97M-V/def2-TZVPD)
Au -4.50 -5.52 12.32
C -3.34 -9.51 12.84
N -4.21 -8.35 12.94
C -5.33 -8.57 13.53
C -6.22 -7.49 13.82
C -7.24 -7.56 14.79
C -7.73 -6.25 14.94
C -7.06 -5.47 13.97
N -6.19 -6.25 13.27
C -2.08 -9.24 13.57
C -1.92 -9.57 14.92
C -0.79 -9.15 15.65
C 0.17 -8.29 15.13
C 0.00 -7.94 13.75
C -1.06 -8.48 13.04
H -3.13 -9.73 11.80
H -3.90 -10.40 13.14
H -5.58 -9.55 14.02
H -7.53 -8.42 15.25
H -8.28 -5.89 15.77
H -7.14 -4.46 13.80
H -2.57 -10.20 15.44
H -0.73 -9.57 16.68
H 1.01 -7.94 15.78
H 0.66 -7.39 13.14
H -1.13 -8.28 11.96
C -2.03 -3.28 16.23
C -2.68 -4.48 15.97
C -2.49 -5.00 14.70
C -1.77 -4.27 13.74
N -1.06 -3.19 14.09
C -1.19 -2.66 15.26
C -1.58 -4.77 12.36
C -0.26 -4.60 11.77
C -0.06 -4.63 10.40
C -1.12 -5.02 9.60
C -2.34 -5.28 10.21
N -2.59 -5.06 11.51
H -2.17 -2.84 17.24
H -3.26 -4.95 16.71
H -2.90 -5.92 14.44
H -0.57 -1.80 15.37
H 0.46 -4.22 12.52
H 0.98 -4.47 10.03
H -1.06 -5.03 8.53
H -3.19 -5.52 9.57
```

Energy above the lowest of the compared OMol25 structures with the same formula, charge and spin = 4.9 kcal per mole
Largest force on an atom = 0.0753 Eh/bohr
LUMO level = -0.010 Ha
E_HOMO = -0.2611 hartree
HOMO-LUMO gap = 6.8 eV
Energy = -1204.4014 Eh
Spin multiplicity = 1

=====

C22H19BiF5N5O8S as an isolated structure, computed with wB97M-V/def2-TZVPD.

Geometry as XYZ:
```
61
C22H19BiF5N5O8S (wB97M-V/def2-TZVPD)
Bi -1.20 1.20 0.30
C 3.02 -2.11 1.86
C 3.11 -0.83 1.11
N 2.21 0.13 1.11
C 2.69 1.12 0.29
C 3.90 0.74 -0.23
N 4.14 -0.50 0.29
C 4.88 1.26 -1.22
O 4.65 2.44 -1.72
O 5.82 0.55 -1.53
C 1.93 2.38 0.04
O 2.44 3.24 -0.69
O 0.77 2.46 0.56
H 1.98 -2.35 2.04
H 3.53 -2.04 2.83
H 3.48 -2.93 1.30
H 4.98 -1.01 0.09
H 3.80 2.82 -1.33
N -0.34 0.78 2.38
C -0.98 -0.16 3.33
C -2.50 -0.06 3.34
C -3.07 -0.72 2.10
O -3.66 -1.78 2.18
O -2.80 -0.14 0.95
H 0.62 0.49 2.14
H -0.27 1.72 2.77
H -0.58 0.03 4.33
H -0.67 -1.17 3.05
H -2.81 0.99 3.39
H -2.90 -0.59 4.21
F -7.35 2.52 -1.82
C -6.24 2.65 -1.10
C -5.04 2.95 -1.72
F -5.00 3.10 -3.04
C -3.90 3.08 -0.95
F -2.75 3.35 -1.59
C -3.91 2.93 0.43
S -2.46 3.14 1.41
C -5.13 2.61 1.02
F -5.21 2.42 2.33
C -6.29 2.48 0.27
F -7.44 2.18 0.86
O 2.74 0.39 -2.60
C 3.29 -0.91 -2.51
N 2.72 -1.87 -3.43
C 1.66 -2.70 -3.23
O 1.34 -3.53 -4.06
C 0.87 -2.60 -1.95
C 0.32 -3.78 -1.44
C -0.51 -3.71 -0.34
C -0.79 -2.47 0.21
N -0.27 -1.34 -0.27
C 0.54 -1.41 -1.34
H 3.06 0.83 -3.39
H 3.09 -1.24 -1.49
H 4.37 -0.88 -2.66
H 3.15 -1.98 -4.33
H 0.54 -4.72 -1.93
H -0.97 -4.60 0.08
H -1.49 -2.37 1.04
H 0.93 -0.47 -1.71
```

Energy above the lowest of the compared OMol25 structures with the same formula, charge and spin = 8.1 kcal per mole
Largest force on an atom = 0.0114 Eh/bohr
LUMO level = -0.011 Ha
E_HOMO = -0.3315 hartree
HOMO-LUMO gap = 8.7 eV
Energy = -2837.7167 Eh
Spin multiplicity = 1

=====

C22H19BrGaN2S as an isolated structure, computed with wB97M-V/def2-TZVPD.

Geometry as XYZ:
```
46
C22H19BrGaN2S (wB97M-V/def2-TZVPD)
Ga 1.13 -1.01 0.72
S -2.02 -3.78 1.94
C -2.26 -3.60 0.26
C -1.37 -2.74 -0.31
C -0.46 -2.19 0.64
C -0.71 -2.68 1.90
C 0.11 -2.30 3.05
C -0.06 -2.77 4.34
C 0.80 -2.34 5.34
C 1.82 -1.46 5.03
C 1.94 -1.03 3.73
N 1.11 -1.44 2.76
H -3.05 -4.15 -0.23
H -1.37 -2.52 -1.37
H -0.86 -3.47 4.56
H 0.67 -2.70 6.35
H 2.51 -1.11 5.78
H 2.73 -0.35 3.43
C -3.17 2.35 0.58
C -1.68 2.27 0.75
C -0.88 3.40 0.91
C 0.49 3.27 1.07
C 1.03 2.00 1.06
Br 2.89 1.77 1.27
N 0.29 0.91 0.90
C -1.03 1.05 0.75
H -3.51 3.38 0.65
H -3.68 1.77 1.34
H -3.47 1.96 -0.40
H -1.33 4.38 0.92
H 1.13 4.13 1.21
H -1.59 0.12 0.62
C 0.51 -0.61 -2.37
C 0.80 0.14 -3.51
C 1.86 -0.22 -4.38
C 2.14 0.52 -5.50
C 1.39 1.66 -5.80
C 0.34 2.04 -4.96
C 0.05 1.30 -3.83
H 1.06 -1.52 -2.13
H -0.31 -0.33 -1.72
H 2.44 -1.11 -4.15
H 2.95 0.23 -6.16
H 1.61 2.24 -6.68
H -0.24 2.92 -5.19
H -0.76 1.60 -3.18
```

Largest force on an atom = 0.0051 Eh/bohr
LUMO level (alpha / beta) = -0.148 / -0.119 Ha
E_HOMO (alpha / beta) = -0.3578 / -0.3864 hartree
HOMO-LUMO gap (alpha / beta) = 5.7 / 7.3 eV
Energy = -5855.9910 Eh
Net charge = +1
Spin multiplicity = 1

=====

C22H19BrN4O4S2V as an isolated structure, computed with wB97M-V/def2-TZVPD.

Geometry as XYZ:
```
53
C22H19BrN4O4S2V (wB97M-V/def2-TZVPD)
V 1.10 -0.34 0.19
C 3.10 -1.23 4.22
C 3.09 -0.27 3.06
S 1.51 0.16 2.50
C 4.27 0.26 2.60
C 5.58 -0.24 3.19
S 4.37 1.51 1.46
H 2.09 -1.54 4.44
H 3.53 -0.77 5.11
H 3.70 -2.12 3.97
H 5.63 -0.03 4.26
H 6.42 0.25 2.69
H 5.67 -1.32 3.04
O 1.81 1.09 -0.33
C 1.49 2.30 -0.42
C 0.21 2.74 0.05
C -0.16 4.08 0.07
C -1.42 4.47 0.53
C -2.36 3.50 0.94
C -2.02 2.18 0.90
C -0.73 1.75 0.50
O -0.45 0.51 0.53
N -1.77 5.81 0.56
O -2.89 6.13 1.01
O -0.97 6.67 0.15
H 2.20 3.02 -0.84
H 0.53 4.85 -0.25
H -3.33 3.82 1.26
H -2.72 1.40 1.19
Br 2.77 -1.96 -0.19
C -1.77 -3.33 1.58
C -0.55 -2.67 1.47
N -0.26 -1.93 0.40
C -1.12 -1.87 -0.59
C -2.37 -2.53 -0.62
C -2.68 -3.26 0.56
C -3.33 -2.43 -1.66
C -3.25 -1.94 -2.95
C -2.15 -1.60 -3.77
C -2.35 -1.02 -5.05
C -1.26 -0.73 -5.81
N 0.01 -0.98 -5.41
C 0.10 -1.53 -4.20
N -0.87 -1.85 -3.38
H -1.99 -3.89 2.48
H 0.20 -2.70 2.25
H -0.86 -1.25 -1.45
H -3.65 -3.75 0.63
H -4.32 -2.78 -1.37
H -4.21 -1.85 -3.46
H -3.35 -0.80 -5.41
H -1.34 -0.26 -6.79
H 1.11 -1.74 -3.86
```

<S²> = 3.884
Largest force on an atom = 0.1257 Eh/bohr
LUMO level (alpha / beta) = 0.127 / 0.132 Ha
E_HOMO (alpha / beta) = -0.0121 / -0.0173 hartree
HOMO-LUMO gap (alpha / beta) = 3.8 / 4.1 eV
Energy = -5684.0839 Eh
Net charge = -2
Spin multiplicity = 4

=====

An isolated ion of composition C22H19FN and charge +1, computed with wB97M-V/def2-TZVPD.

Geometry as XYZ:
```
43
C22H19FN (wB97M-V/def2-TZVPD)
C -4.42 1.57 1.09
C -2.97 2.03 1.05
C -2.59 3.40 1.06
C -1.22 3.73 0.96
C -0.29 2.69 0.85
C -0.62 1.34 0.82
C -2.00 1.02 1.00
C 0.60 0.52 0.64
C 0.83 -0.36 -0.72
C -0.25 -1.43 -1.00
C -1.47 -1.08 -1.63
C -2.63 -1.80 -1.33
C -2.60 -2.87 -0.43
C -1.36 -3.40 -0.07
C -0.17 -2.73 -0.42
C 2.27 -0.90 -0.89
C 3.22 -0.40 -1.85
C 4.57 -0.61 -1.62
C 5.00 -1.33 -0.53
F 6.33 -1.51 -0.35
C 4.10 -1.93 0.33
C 2.72 -1.75 0.14
C 1.63 1.53 0.69
N 1.11 2.76 0.76
H -5.09 2.43 1.05
H -4.64 0.90 0.26
H -4.58 1.02 2.02
H -3.34 4.10 1.18
H -0.91 4.80 0.98
H -2.25 -0.02 1.01
H 0.56 -0.39 1.35
H 0.69 0.41 -1.42
H -1.52 -0.14 -2.24
H -3.60 -1.38 -1.69
H -3.52 -3.33 -0.12
H -1.33 -4.24 0.63
H 0.77 -3.19 -0.10
H 2.85 0.23 -2.68
H 5.29 -0.12 -2.29
H 4.44 -2.45 1.21
H 2.02 -2.12 0.87
H 2.67 1.37 0.76
H 1.67 3.62 0.68
```

Energy above the lowest of the compared OMol25 structures with the same formula, charge and spin = 5.3 kcal per mole
Largest force on an atom = 0.0626 Eh/bohr
LUMO level = -0.172 Ha
E_HOMO = -0.4332 hartree
HOMO-LUMO gap = 7.1 eV
Energy = -1004.0753 Eh
SMILES = Cc1ccc2c(c1)[C@@H]([C@H](c1ccccc1)c1ccc(F)cc1)C=[NH+]2
Net charge = +1
Spin multiplicity = 1

=====

One molecule with the formula C22H19FN2O3, computed with wB97M-V/def2-TZVPD.

Geometry as XYZ:
```
47
C22H19FN2O3 (wB97M-V/def2-TZVPD)
C -1.78 4.16 -0.34
O -1.32 3.03 -1.03
C -1.85 1.81 -0.71
C -2.92 1.62 0.15
C -3.38 0.35 0.42
C -2.78 -0.77 -0.15
C -3.26 -2.10 0.19
N -2.67 -3.22 0.29
N -1.32 -3.37 0.18
C -0.33 -2.57 0.69
O -0.54 -1.50 1.23
C 1.03 -3.14 0.50
C 2.02 -2.30 -0.01
C 3.30 -2.79 -0.20
C 3.61 -4.10 0.12
C 2.62 -4.93 0.63
C 1.34 -4.46 0.82
C -1.73 -0.57 -1.04
C -1.26 0.70 -1.34
C -0.04 0.87 -2.20
O 1.15 0.73 -1.43
C 1.29 1.71 -0.46
C 0.88 1.45 0.85
C 1.03 2.43 1.82
C 1.58 3.64 1.47
F 1.71 4.60 2.41
C 2.01 3.91 0.18
C 1.86 2.93 -0.79
H -1.16 4.99 -0.69
H -1.65 4.05 0.74
H -2.83 4.37 -0.57
H -3.39 2.46 0.63
H -4.20 0.22 1.11
H -4.33 -2.17 0.41
H -1.07 -4.33 -0.03
H 1.78 -1.28 -0.26
H 4.07 -2.14 -0.60
H 4.61 -4.48 -0.03
H 2.86 -5.95 0.89
H 0.59 -5.10 1.25
H -1.26 -1.41 -1.53
H -0.06 1.85 -2.69
H 0.02 0.08 -2.95
H 0.43 0.50 1.09
H 0.71 2.25 2.83
H 2.45 4.87 -0.05
H 2.18 3.11 -1.80
```

Energy above the lowest of the compared OMol25 structures with the same formula, charge and spin = 21.8 kcal per mole
Largest force on an atom = 0.0163 Eh/bohr
LUMO level = 0.023 Ha
E_HOMO = -0.3040 hartree
HOMO-LUMO gap = 8.9 eV
Energy = -1284.8043 Eh
SMILES = COc1ccc(/C=N\NC(=O)c2ccccc2)cc1COc1ccc(F)cc1
Spin multiplicity = 1

=====

One molecule with the formula C22H19N3O5S, computed with wB97M-V/def2-TZVPD.

Geometry as XYZ:
```
50
C22H19N3O5S (wB97M-V/def2-TZVPD)
C -2.81 -4.40 1.46
O -3.37 -3.31 0.76
C -2.54 -2.49 0.06
C -1.16 -2.61 0.01
C -0.39 -1.69 -0.71
C 1.07 -1.77 -0.61
C 1.89 -0.73 -0.35
N 1.31 0.52 -0.13
C 1.71 1.81 0.04
O 2.87 2.20 0.04
C 0.58 2.77 0.16
C 0.84 4.10 -0.17
C -0.17 5.04 -0.12
C -1.45 4.67 0.26
C -1.71 3.36 0.61
C -0.71 2.41 0.57
C 3.34 -1.07 -0.24
O 3.71 -2.23 -0.32
N 4.22 -0.06 -0.07
C 5.56 -0.30 0.02
N 6.45 0.62 0.18
C 7.69 0.10 0.24
C 7.77 -1.25 0.13
S 6.19 -1.94 -0.07
C -1.02 -0.69 -1.45
C -2.40 -0.57 -1.41
C -3.15 -1.44 -0.64
O -4.53 -1.31 -0.55
C -5.03 -0.16 -0.07
C -6.54 -0.20 -0.07
O -4.36 0.77 0.30
H -3.65 -4.92 1.91
H -2.29 -5.08 0.78
H -2.12 -4.07 2.24
H -0.65 -3.39 0.56
H 1.52 -2.75 -0.67
H 0.30 0.42 -0.14
H 1.84 4.37 -0.46
H 0.04 6.07 -0.38
H -2.24 5.40 0.28
H -2.71 3.05 0.90
H -0.95 1.40 0.89
H 3.91 0.93 -0.02
H 8.52 0.77 0.37
H 8.64 -1.88 0.15
H -0.45 -0.03 -2.08
H -2.90 0.21 -1.96
H -6.93 0.62 0.52
H -6.87 -1.15 0.34
H -6.89 -0.12 -1.09
```

Energy above the lowest of the compared OMol25 structures with the same formula, charge and spin = 1.3 kcal per mole
Largest force on an atom = 0.0250 Eh/bohr
LUMO level = -0.007 Ha
E_HOMO = -0.2971 hartree
HOMO-LUMO gap = 7.9 eV
Energy = -1788.4422 Eh
SMILES = COc1cc(/C=C(\NC(=O)c2ccccc2)C(=O)Nc2nccs2)ccc1OC(C)=O
Spin multiplicity = 1

=====

C22H19N6O2PdS3 as an isolated structure, computed with wB97M-V/def2-TZVPD.

Geometry as XYZ:
```
53
C22H19N6O2PdS3 (wB97M-V/def2-TZVPD)
Pd -1.02 -0.24 -1.19
N 3.25 2.01 5.75
C 2.49 1.55 4.71
C 2.37 0.18 4.47
C 1.63 -0.28 3.40
C 1.00 0.63 2.55
C 1.11 2.00 2.79
C 1.85 2.46 3.86
S 0.14 0.05 1.17
O 0.07 -1.39 1.28
O -1.14 0.79 1.07
N 0.89 0.34 -0.26
C 0.86 1.68 -0.73
N 0.00 1.89 -1.72
C -0.02 3.11 -2.27
C 0.83 4.11 -1.82
C 1.69 3.77 -0.78
N 1.72 2.56 -0.23
H 3.53 1.37 6.47
H 3.18 2.97 6.03
H 2.85 -0.53 5.13
H 1.53 -1.34 3.22
H 0.61 2.71 2.14
H 1.92 3.52 4.04
H -0.71 3.28 -3.08
H 0.83 5.09 -2.25
H 2.38 4.50 -0.38
S -4.86 0.17 -3.35
C -3.28 0.47 -2.80
N -2.85 -0.30 -1.85
C -3.81 -1.26 -1.49
C -3.67 -2.24 -0.51
C -4.73 -3.09 -0.30
C -5.92 -2.98 -1.05
C -6.06 -2.01 -2.02
C -4.98 -1.15 -2.23
H -2.67 1.27 -3.21
H -2.76 -2.31 0.08
H -4.66 -3.85 0.46
H -6.73 -3.67 -0.86
H -6.97 -1.92 -2.59
S -0.48 -2.09 -2.49
C 1.23 -2.04 -2.18
N 1.64 -2.33 -0.92
C 2.91 -2.28 -0.51
C 3.91 -1.97 -1.40
C 3.54 -1.69 -2.72
C 2.22 -1.71 -3.11
H 0.90 -2.45 -0.23
H 3.08 -2.49 0.54
H 4.94 -1.93 -1.07
H 4.31 -1.44 -3.44
H 1.92 -1.48 -4.12
```

Energy above the lowest of the compared OMol25 structures with the same formula, charge and spin = 22.4 kcal per mole
Largest force on an atom = 0.0247 Eh/bohr
LUMO level (alpha / beta) = -0.137 / -0.137 Ha
E_HOMO (alpha / beta) = -0.3878 / -0.3878 hartree
HOMO-LUMO gap (alpha / beta) = 6.8 / 6.8 eV
Energy = -2651.0416 Eh
Net charge = +1
Spin multiplicity = 1